Formula: CH3N2O2S
Source: the Open Molecules 2025 dataset
Level of theory: ωB97M-V with the def2-TZVPD basis set

Energy relative to the best compared isomer or geometry (same formula, charge and spin), kcal/mol: 70.4
E_tot, eV: -18984.5066
LUMO energy, eV: -6.870
Frontier orbital gap, eV: 8.971

The geometry in ORCA input format:
```
! RIJCOSX wB97M-V def2-TZVPD def2/J DEFGRID3
* xyz 1 1
N 0.99 1.80 2.03
H -0.19 0.10 -0.68
S -0.76 -2.02 -1.57
H -1.60 0.12 -1.06
O -1.71 -2.39 -2.54
O 0.27 -2.81 -1.00
N -0.89 -0.54 -0.97
C 1.56 2.58 2.61
H 2.33 3.17 3.18
*
```

Atomic partial charges in e from the Löwdin method, atoms 1 to 2:
1 N 0.02
2 H 0.12